Below is a cluster of 4 separate species, CH11N8O in total, with properties calculated with ωB97M-V/def2-TZVPD.

The molar mass is 151.15 g mol⁻¹. The calculation puts the highest occupied orbital energy at -12.63 eV. Its HOMO-LUMO gap is 0.3592 hartree. The lowest unoccupied orbital energy comes out at -2.86 eV. The calculation puts the maximum force at 3.39 eV/Å. The net charge is +1. The value obtained for the energy relative to the best compared isomer or geometry (same formula, charge and spin) is 0.0 kcal/mol. Its spin multiplicity is 1. As for the total energy: -15174.2399 eV.

XYZ file:
```
21
Properties=species:S:1:pos:R:3:forces:R:3
C -2.65608 0.62776 -0.34264 2.388 0.532 0.070
N 1.59645 2.96733 -0.35373 0.059 -0.117 0.030
N -2.19497 1.73695 -0.97111 -0.935 -1.164 0.461
N -1.95420 -1.41164 0.85823 2.268 -1.252 2.185
N 2.09966 -2.09231 -1.04318 1.989 -1.777 -0.229
N -1.83059 -0.16226 0.27257 0.953 1.968 -1.695
N 1.08289 -1.47597 -0.71064 -2.144 -0.291 -1.818
N 0.75585 2.27407 -0.36538 0.046 0.687 -0.044
N 0.89727 -0.35305 -0.14487 -0.501 1.067 1.424
O 3.21632 0.21813 1.58537 2.559 0.786 0.668
H -3.65617 0.43060 -0.41041 -2.620 -0.415 0.035
H -2.82737 2.16776 -1.62113 0.128 0.303 -0.020
H -1.22082 1.99924 -0.94554 -0.057 -0.011 -0.071
H -1.14403 -1.47282 1.58302 -1.493 0.219 -1.890
H -2.74880 -1.65684 1.46272 -0.346 1.122 -0.830
H 1.86588 -2.99011 -1.56314 0.024 1.572 0.905
H 4.14237 -0.01459 1.32136 -1.252 -0.654 -0.626
H -0.83453 0.07700 -0.14681 -0.214 -1.435 1.980
H 0.18601 -1.84471 -1.13529 0.673 0.437 0.828
H 1.65608 0.10217 0.44272 -0.206 -1.514 -1.368
H 3.56879 0.87328 2.22786 -1.320 -0.065 0.004
```
Positions in Å, forces in eV/Å.

Löwdin atomic charge list, values in e, 5 entries: number 1, C, carries -0.116; number 2, N, carries 0.116; number 3, N, carries 0.155; number 4, N, carries 0.050; number 5, N, carries 0.096